Entry 1:
# C3H11N3O2

An isolated molecule of C3H11N3O2 in a non-equilibrium geometry (wB97M-V/def2-TZVPD, OMol25).

energy relative to the best compared isomer or geometry (same formula, charge and spin)	669.5	kJ/mol
maximum force	0.056	Eh/bohr
LUMO level	0.902	eV
molar mass	121.14	g/mol
E_tot	-11848.79829	eV
highest occupied orbital energy	-7.61	eV
total charge	0

Each line ends with the Mulliken charge.
Positions of all 19 atoms, in Å:
1 C -2.005 -0.034 1.374  -1.332
2 C -0.753 0.442 0.653  0.075
3 N 0.368 -0.588 0.854  -0.146
4 O 0.796 -0.395 2.238  -0.482
5 N 1.459 -0.287 0.017  -0.226
6 N 1.288 -0.485 -1.375  -0.067
7 C 1.023 0.715 -2.160  -0.862
8 O 0.330 -1.503 -1.722  -0.428
9 H -2.348 -0.992 0.968  0.322
10 H -2.814 0.691 1.236  0.388
11 H -1.840 -0.149 2.449  0.292
12 H -1.041 0.623 -0.386  0.091
13 H -0.423 1.408 1.050  0.386
14 H 0.959 -1.316 2.506  0.342
15 H 2.002 0.545 0.256  0.297
16 H 1.551 0.638 -3.116  0.269
17 H -0.042 0.839 -2.380  0.330
18 H 1.387 1.616 -1.654  0.342
19 H 0.101 -1.769 -0.809  0.409


Entry 2:
# C3H11N3OS

A cluster of 2 separate species, C3H11N3OS in total in a non-equilibrium geometry (wB97M-V/def2-TZVPD, OMol25).

energy relative to the best compared isomer or geometry (same formula, charge and spin)	345.5	kJ/mol
maximum force	0.102	Eh/bohr
LUMO level	0.778	eV
molar mass	137.21	g/mol
E_tot	-20639.30804	eV
highest occupied orbital energy	-8.73	eV
total charge	0

Each line ends with the Mulliken charge.
Positions of all 19 atoms, in Å:
1 C -1.990 1.193 0.670  -0.734
2 C 0.580 2.151 -2.386  -0.829
3 C 1.888 1.647 -0.437  -0.548
4 N -0.678 0.594 0.995  -0.287
5 N 1.129 -0.994 1.450  -0.598
6 N 1.005 1.425 -1.309  -0.113
7 O -1.350 -1.742 1.018  -0.564
8 S -0.310 -0.972 0.424  0.591
9 H -2.165 1.702 -0.373  0.183
10 H -2.306 1.873 1.472  0.300
11 H -2.700 0.356 0.716  0.308
12 H 0.874 3.331 -2.380  0.246
13 H 1.106 1.764 -3.179  0.356
14 H -0.476 1.948 -2.505  0.265
15 H 2.450 2.641 -0.570  0.223
16 H 0.199 1.142 0.801  0.250
17 H 2.151 0.985 0.319  0.422
18 H 1.110 -1.734 2.143  0.274
19 H 1.898 -1.184 0.848  0.256


Entry 3:
# C3H11N3S

An isolated molecule of C3H11N3S in a non-equilibrium geometry (wB97M-V/def2-TZVPD, OMol25).

energy relative to the best compared isomer or geometry (same formula, charge and spin)	462.5	kJ/mol
maximum force	0.100	Eh/bohr
LUMO level	0.773	eV
molar mass	121.21	g/mol
E_tot	-18590.52700	eV
highest occupied orbital energy	-8.25	eV
total charge	0

Each line ends with the Mulliken charge.
Positions of all 18 atoms, in Å:
1 C -0.551 -0.322 -1.833  -1.250
2 C -0.927 0.100 -0.444  0.780
3 C -0.680 1.602 -0.161  -1.859
4 S 0.231 -0.682 0.767  0.653
5 N 0.111 -2.122 0.349  -0.689
6 N 0.050 -0.015 2.372  -0.716
7 N 1.742 -0.047 0.520  -0.434
8 H -1.300 -0.677 -2.437  0.358
9 H -0.145 0.620 -2.389  0.276
10 H 0.310 -1.125 -1.795  0.263
11 H -2.004 -0.026 -0.175  0.400
12 H -1.376 2.303 -0.476  0.437
13 H 0.364 1.883 -0.588  0.356
14 H -0.687 1.740 0.866  0.510
15 H 0.495 -2.745 1.136  0.265
16 H -0.047 -0.757 3.078  0.166
17 H 2.579 -0.590 0.178  0.226
18 H 1.835 0.860 1.032  0.259